Below is a molecular structure, C32H37N8SSeSiTi at a distorted geometry, with properties calculated with the ωB97M-V functional and the def2-TZVPD basis.

Last column: Löwdin charge in e.
Element x y z (Å)
Ti 0.650 -0.028 0.028  0.9116
C -2.162 -0.389 5.061  -0.0765
C -0.847 -0.023 5.325  -0.0612
C 0.092 0.033 4.311  -0.0181
C -0.281 -0.270 3.007  -0.2796
C -1.595 -0.635 2.736  -0.0947
C -2.531 -0.697 3.760  -0.0922
N 0.671 -0.213 1.965  -0.1288
N 1.932 -0.395 2.498  0.0531
C 2.898 -0.183 1.643  -0.3564
C 4.271 -0.310 2.076  -0.0016
C 5.268 0.030 1.242  -0.0610
C 4.963 0.513 -0.075  -0.0619
C 3.675 0.569 -0.466  -0.1419
N 2.633 0.190 0.351  -0.0299
H -2.885 -0.441 5.861  0.1042
H -0.548 0.223 6.333  0.1083
H 1.117 0.315 4.513  0.1094
H -1.887 -0.870 1.721  0.0339
H -3.546 -0.998 3.537  0.1059
H 4.443 -0.658 3.082  0.1149
H 6.296 -0.047 1.563  0.1098
H 5.744 0.819 -0.755  0.1057
H 3.394 0.913 -1.455  0.1081
C 0.590 -1.381 -3.686  -0.0230
C 0.935 0.033 -3.338  -0.3180
C 1.368 0.930 -4.289  -0.0252
C 1.589 2.259 -3.917  -0.0336
C 1.344 2.684 -2.634  -0.0101
C 0.876 1.739 -1.703  -0.4529
N 0.746 0.431 -2.067  -0.0142
N 0.550 1.933 -0.389  -0.1392
Si -0.196 3.415 0.192  0.4012
C 0.977 4.854 0.261  -0.1618
C -0.754 3.067 1.924  -0.1518
C -1.591 3.832 -0.971  -0.1601
H -0.145 -1.384 -4.490  0.0956
H 0.162 -1.907 -2.833  0.0526
H 1.466 -1.929 -4.036  0.0861
H 1.510 0.606 -5.308  0.1179
H 1.950 2.965 -4.653  0.1185
H 1.506 3.704 -2.333  0.0970
H 1.808 4.651 0.932  0.0384
H 0.439 5.718 0.651  0.0409
H 1.385 5.140 -0.704  0.0184
H 0.098 3.056 2.602  0.0462
H -1.249 2.105 2.022  -0.0090
H -1.437 3.843 2.267  0.0484
H -1.219 4.347 -1.854  0.0336
H -2.317 4.490 -0.499  0.0390
H -2.100 2.929 -1.320  0.0162
S 0.346 -4.674 0.340  1.1381
C 0.116 -3.005 0.523  -0.4616
N 0.898 -2.214 -0.161  -0.0595
C 1.815 -2.973 -0.904  -0.2892
C 2.836 -2.479 -1.716  -0.0292
C 3.653 -3.378 -2.360  -0.0520
C 3.470 -4.763 -2.214  -0.0610
C 2.471 -5.264 -1.413  -0.0689
C 1.647 -4.350 -0.754  -0.4479
H -0.642 -2.628 1.195  0.0637
H 2.984 -1.417 -1.839  0.0917
H 4.449 -3.011 -2.988  0.1137
H 4.128 -5.443 -2.732  0.1117
H 2.335 -6.326 -1.290  0.1143
C -4.399 -2.430 -1.623  -0.0316
N -4.609 -1.343 -0.681  -0.1266
C -5.812 -1.046 -0.083  -0.0235
C -5.602 0.024 0.709  -0.0235
N -4.275 0.372 0.582  -0.0961
C -3.666 1.504 1.248  -0.0018
C -3.665 -0.469 -0.275  -0.6362
Se -1.941 -0.492 -0.982  0.7974
H -5.345 -2.947 -1.745  0.0966
H -3.644 -3.112 -1.235  0.0887
H -4.063 -2.032 -2.578  0.0868
H -6.696 -1.618 -0.274  0.1288
H -6.274 0.575 1.335  0.1300
H -4.461 2.161 1.591  0.1113
H -3.035 2.031 0.537  0.0631
H -3.074 1.169 2.095  0.0604

Atoms 1-2, force components in eV/Å:
-0.121 0.801 1.071
0.051 -0.012 -0.135

Properties
* E_tot: -5618.2063 Eh
* multiplicity: 1
* orbital gap (spin up / spin down): 6.40 / 6.40 eV
* net charge: +1
* relative energy (zero: lowest compared OMol25 entry of this formula, charge and spin): 13.75 kcal per mole


Below is a molecular structure, C41H46IN5OPSV at a distorted geometry, with properties calculated with the ωB97M-V functional and the def2-TZVPD basis.

Last column: Löwdin spin population.
Element x y z (Å)
V -0.356 0.410 -0.830  1.3866
I 3.366 -0.284 1.702  0.0001
C 4.429 -1.283 0.159  -0.0001
C 5.671 -0.763 -0.077  0.0000
C 6.622 -1.490 -0.811  0.0000
C 6.335 -2.763 -1.195  0.0000
C 5.059 -3.324 -0.965  0.0000
C 4.834 -4.677 -1.296  0.0001
C 3.636 -5.265 -1.024  -0.0001
C 2.577 -4.479 -0.558  -0.0002
C 2.707 -3.129 -0.318  -0.0021
P 1.073 -2.212 -0.283  -0.0035
C 0.467 -2.907 -1.887  0.0025
C -0.181 -4.117 -2.108  -0.0001
C -0.587 -4.468 -3.388  0.0006
C -0.336 -3.629 -4.463  0.0000
C 0.319 -2.425 -4.257  0.0010
C 0.708 -2.068 -2.976  0.0058
C 0.319 -3.179 1.093  -0.0001
C -0.914 -3.831 1.036  -0.0005
C -1.367 -4.575 2.120  0.0001
C -0.625 -4.640 3.287  -0.0002
C 0.582 -3.960 3.371  0.0001
C 1.056 -3.250 2.281  -0.0002
C 4.013 -2.544 -0.369  -0.0001
H 5.950 0.188 0.355  0.0000
H 7.599 -1.062 -0.990  0.0000
H 7.088 -3.386 -1.661  0.0000
H 5.643 -5.241 -1.745  0.0000
H 3.470 -6.315 -1.227  0.0000
H 1.612 -4.945 -0.430  0.0000
H -0.397 -4.794 -1.294  0.0000
H -1.110 -5.404 -3.542  0.0001
H -0.648 -3.915 -5.459  0.0000
H 0.517 -1.762 -5.090  0.0000
H 1.214 -1.119 -2.813  0.0034
H -1.515 -3.784 0.143  -0.0008
H -2.314 -5.097 2.049  0.0000
H -0.981 -5.225 4.126  0.0000
H 1.167 -3.995 4.281  0.0000
H 2.022 -2.767 2.347  0.0000
C 0.072 4.772 1.932  0.0001
C -0.017 3.389 2.542  0.0012
N 0.261 2.405 1.507  0.0133
C 0.928 2.643 0.368  0.0060
N 0.982 1.661 -0.546  -0.0001
C 1.959 1.803 -1.628  0.0061
C 2.026 3.239 -2.117  -0.0001
C 2.399 4.111 -0.934  0.0002
N 1.526 3.835 0.205  0.0004
C 1.407 4.882 1.218  0.0002
H -0.015 5.542 2.696  0.0000
H -0.739 4.903 1.213  0.0000
H -1.013 3.197 2.932  0.0003
H 0.709 3.285 3.355  0.0005
H -0.224 1.518 1.578  0.0033
H 1.675 1.131 -2.438  0.0026
H 2.945 1.493 -1.267  -0.0001
H 1.053 3.539 -2.510  0.0000
H 2.768 3.339 -2.908  0.0002
H 2.297 5.165 -1.191  0.0001
H 3.441 3.937 -0.646  0.0000
H 1.488 5.842 0.710  0.0000
H 2.230 4.809 1.936  0.0001
C -1.136 1.456 -2.439  -0.0294
H -1.466 2.449 -2.108  0.0012
H -1.987 0.935 -2.875  0.0006
H -0.403 1.598 -3.240  0.0001
C -1.135 -0.208 4.352  -0.0006
C -2.439 -0.754 3.770  -0.0015
C -2.887 -0.010 2.523  -0.0147
N -1.885 -0.144 1.447  -0.0926
C -2.270 0.021 0.113  -0.1613
S -2.009 -1.232 -1.026  -0.0697
N -3.300 0.944 -0.184  -0.0238
C -3.352 2.254 0.234  -0.0119
O -2.555 2.688 1.049  -0.0115
C -4.400 3.103 -0.397  0.0001
C -4.376 4.462 -0.089  -0.0017
C -5.267 5.338 -0.683  0.0002
C -6.199 4.864 -1.596  -0.0021
C -6.252 3.508 -1.884  0.0002
C -5.364 2.629 -1.288  -0.0023
H -0.904 -0.712 5.290  -0.0001
H -1.223 0.863 4.552  0.0000
H -0.297 -0.369 3.671  -0.0003
H -3.239 -0.665 4.508  -0.0007
H -2.323 -1.812 3.540  -0.0001
H -3.014 1.047 2.753  -0.0006
H -3.847 -0.400 2.170  -0.0021
H -1.337 -0.991 1.553  -0.0004
H -3.795 0.719 -1.028  -0.0007
H -3.637 4.816 0.617  -0.0001
H -5.245 6.389 -0.429  0.0001
H -6.887 5.545 -2.078  -0.0001
H -6.997 3.129 -2.571  0.0001
H -5.454 1.578 -1.531  -0.0004

Atoms 1-2, force components in eV/Å:
-2.112 -1.610 -0.624
-0.088 0.002 -0.415

Properties
* E_tot: -3920.0238 Eh
* multiplicity: 2
* orbital gap (spin up / spin down): 7.67 / 7.50 eV
* net charge: +1
* relative energy (zero: lowest compared OMol25 entry of this formula, charge and spin): 25.68 kcal per mole


Below is a gas-phase ion, C5H10N5 (charge +1) at a distorted geometry, with properties calculated with the ωB97M-V functional and the def2-TZVPD basis.

Last column: natural (NBO) charge in e.
Element x y z (Å)
C 2.054 1.148 0.298  -0.4309
N 0.886 0.414 -0.120  -0.3422
C 1.166 -0.780 -0.573  0.4062
N 0.165 -1.453 -1.155  -0.5222
C -1.207 -1.000 -1.011  0.2195
N -1.706 -1.528 0.213  -0.5097
C -1.453 -0.785 1.236  0.2850
N -0.857 0.465 1.389  -0.6787
C -0.385 0.982 -0.077  0.2846
N -1.280 0.535 -0.966  -0.6197
H 2.547 0.689 1.115  0.2319
H 2.804 1.252 -0.497  0.2355
H 1.753 2.134 0.775  0.2428
H 2.219 -1.058 -0.621  0.2502
H 0.231 -2.299 -1.692  0.4500
H -1.715 -1.513 -1.758  0.2272
H -1.726 -1.068 2.201  0.1933
H -1.080 0.978 2.223  0.4249
H -0.206 1.989 -0.083  0.2279
H -2.206 0.897 -0.898  0.4243

Atoms 1-2, force components in eV/Å:
0.134 2.555 1.079
3.053 -1.533 -0.984

Properties
* E_tot: -470.0081 Eh
* multiplicity: 1
* orbital gap: 9.33 eV
* net charge: +1
* relative energy (zero: lowest compared OMol25 entry of this formula, charge and spin): 26.18 kcal per mole


Below is a molecular structure, C3H4O2 at a distorted geometry, with properties calculated with the ωB97M-V functional and the def2-TZVPD basis.

Last column: natural (NBO) charge in e.
Element x y z (Å)
C 0.327 -0.401 -0.391  0.5171
C -0.974 -0.155 -0.030  -0.1860
C 0.714 0.608 0.709  -0.1760
H -1.652 -1.101 0.258  0.2246
H -1.710 0.170 -0.512  0.2168
H 1.230 1.406 0.086  0.2009
H 1.237 0.457 1.671  0.2239
O 0.699 -1.091 -1.359  -0.5061
O -0.637 0.935 0.956  -0.5151

Atoms 1-2, force components in eV/Å:
3.160 -2.796 -3.203
-2.172 -2.227 6.411

Properties
* E_tot: -267.0575 Eh
* multiplicity: 1
* orbital gap: 10.54 eV
* relative energy (zero: lowest compared OMol25 entry of this formula, charge and spin): 84.88 kcal per mole


Below is 2 unconnected molecules or ions with the total composition C4H8ClF2N at a distorted geometry, with properties calculated with the ωB97M-V functional and the def2-TZVPD basis.

Last column: natural (NBO) charge in e.
Element x y z (Å)
C -0.278 -2.202 -0.747  -0.5985
C 0.404 -1.148 0.133  -0.4643
C -1.643 1.851 1.163  -0.0290
C 1.561 -0.409 -0.592  0.5715
N -1.304 2.848 0.403  -0.7473
F 2.125 0.605 0.202  -0.3721
F 1.132 0.305 -1.688  -0.3503
Cl -1.316 1.924 2.786  0.0100
H -0.538 -1.709 -1.613  0.2147
H 0.280 -3.011 -0.958  0.2023
H -1.181 -2.629 -0.122  0.2175
H -0.221 -0.273 0.565  0.2353
H 0.885 -1.566 0.964  0.2077
H 2.342 -1.108 -0.696  0.1262
H -1.520 2.922 -0.584  0.4123
H -0.728 3.601 0.783  0.3638

Atoms 1-2, force components in eV/Å:
-2.981 1.772 4.301
0.046 2.964 -0.620

Properties
* E_tot: -871.8001 Eh
* multiplicity: 1
* orbital gap: 9.28 eV
* relative energy (zero: lowest compared OMol25 entry of this formula, charge and spin): 59.40 kcal per mole